Below is a 13-piece molecular cluster, C4H37N2O12S overall in a non-equilibrium geometry, with properties calculated with ωB97M-V/def2-TZVPD.

For the molar mass, the calculation gives 337.4 g/mol. The calculation puts the HOMO energy at -12.161 eV. The charge is +1.

Last column: Mulliken charge in e.
Geometry (Å):
N -2.434 0.256 -0.112  -0.051
C -1.014 -0.235 -0.564  1.644
C -0.709 0.648 -1.784  -0.255
S -1.959 0.462 -3.110  -0.191
C 0.018 0.005 0.624  0.490
N 1.086 -0.923 0.329  0.188
C 0.745 -2.298 0.896  -1.023
H -3.107 0.384 -0.789  0.498
H -2.374 1.133 0.399  0.122
H -2.858 -0.419 0.703  0.354
H -1.009 -1.280 -0.963  -0.622
H -0.672 1.675 -1.550  -0.038
H 0.450 0.436 -2.058  0.072
H -1.245 -0.192 -3.989  0.140
H 0.386 1.111 0.853  -1.642
H -0.550 -0.238 1.562  0.526
H 1.992 -0.450 0.651  0.437
H 1.409 -2.731 1.731  0.318
H 0.819 -3.003 0.135  0.414
H -0.333 -2.412 1.003  0.267
H -1.532 -3.819 -0.728  0.366
H -3.058 -3.855 -0.600  0.312
O -2.245 -4.038 -0.072  -0.652
H 3.261 -0.502 -3.888  0.270
H 2.433 -0.631 -2.684  0.378
O 2.767 -0.002 -3.331  -0.639
H -0.712 -3.324 -2.839  0.238
H 0.256 -2.826 -1.773  0.210
O -0.630 -3.068 -1.971  -0.649
H 0.858 2.398 0.777  0.178
H 1.337 3.812 1.509  0.295
O 1.636 2.949 1.359  -0.613
H 2.441 1.891 4.012  0.318
H 2.274 1.368 2.592  0.290
O 2.096 1.043 3.499  -0.642
H -2.803 -2.410 1.813  0.322
H -3.923 -1.890 2.787  0.246
O -3.168 -1.704 2.303  -0.615
H 1.773 -1.187 3.772  0.274
H 2.995 -0.809 3.623  0.354
O 2.513 -1.603 3.436  -0.611
H 2.852 -1.739 -1.147  0.288
H 3.599 -2.400 -2.265  0.236
O 2.827 -2.209 -1.895  -0.590
H 1.350 1.824 -3.535  0.244
H 2.354 1.699 -2.465  0.312
O 1.434 1.997 -2.651  -0.556
H -1.885 3.920 1.534  0.293
H -1.861 3.608 -0.116  0.397
O -2.109 3.249 0.885  -0.719
H -1.633 1.374 3.787  0.271
H -1.238 2.234 2.376  0.247
O -1.724 1.537 2.834  -0.566
H -0.720 4.188 -2.238  0.368
H 0.222 3.393 -1.332  0.212
O -0.679 3.603 -1.335  -0.714

Forces on atoms 1 to 2 (eV/Å):
1.354 -3.160 5.115
-0.400 2.213 -0.547

Below is one molecule with the formula C5H6N4O in a non-equilibrium geometry, with properties calculated with ωB97M-V/def2-TZVPD.

For the molar mass, the calculation gives 138.1 g/mol. The calculation puts the HOMO energy at -8.323 eV. Its energy above the lowest of the compared OMol25 structures with the same formula, charge and spin is 123.72 kcal per mole. The charge is 0. The SMILES is COn1cnc2nccn21.

Last column: Mulliken charge in e.
Geometry (Å):
C -2.328 -1.671 0.274  -0.377
C -0.971 -1.571 0.516  0.049
C -1.869 0.300 -0.392  0.291
C -0.284 1.732 -0.171  0.036
C 2.730 0.450 -0.067  -0.480
N -2.829 -0.589 -0.296  -0.661
N -1.554 1.602 -0.469  -0.568
N -0.671 -0.371 0.026  0.218
N 0.321 0.505 -0.064  -0.111
O 1.533 0.347 0.687  -0.269
H -2.994 -2.474 0.469  0.445
H -0.405 -2.416 0.783  0.392
H 0.468 2.600 -0.320  0.255
H 2.539 1.346 -0.718  0.228
H 2.675 -0.382 -0.761  0.275
H 3.638 0.593 0.504  0.278

Forces on atoms 1 to 2 (eV/Å):
0.316 -0.182 -0.114
-1.241 -1.334 -0.114

Below is CHClFO3 as an isolated structure in a non-equilibrium geometry, with properties calculated with ωB97M-V/def2-TZVPD.

For the molar mass, the calculation gives 115.5 g/mol. The calculation puts the HOMO energy (spin up / spin down) at -17.795 / -17.792 eV. Its energy above the lowest of the compared OMol25 structures with the same formula, charge and spin is 72.04 kcal per mole. The charge is +1.

Last column: Mulliken charge in e.
Geometry (Å):
C -0.050 -0.807 0.435  0.398
O 3.642 -0.555 -0.543  -0.019
O 1.778 -1.178 0.525  -0.143
O 2.469 -0.386 -0.372  0.453
F -0.281 -0.551 1.690  -0.073
Cl -0.860 -2.043 -0.338  0.092
H 0.205 0.193 -0.163  0.292

Forces on atoms 1 to 2 (eV/Å):
0.855 3.691 -1.025
-1.269 -0.507 0.898

Below is an isolated ion of composition C15H7O4 and charge -1 in a non-equilibrium geometry, with properties calculated with ωB97M-V/def2-TZVPD.

For the molar mass, the calculation gives 251.2 g/mol. The calculation puts the HOMO energy at -4.502 eV. The charge is -1. The SMILES is O=C([O-])c1cccc2c1C(=O)c1ccccc1C2=O.

Last column: Mulliken charge in e.
Geometry (Å):
O 1.607 -3.700 0.884  -0.631
C 2.558 -2.730 0.977  0.283
O 3.658 -2.946 1.971  -0.681
C 2.546 -1.349 0.090  0.442
C 3.633 -0.945 -1.078  -0.408
C 3.522 0.477 -1.952  -0.308
C 2.280 1.554 -1.682  -0.555
C 1.173 1.141 -0.522  0.291
C 1.315 -0.275 0.357  0.193
C 0.124 -0.506 1.509  0.168
O 0.386 -0.955 2.755  -0.484
C -1.411 -0.087 0.991  0.236
C -2.744 -0.988 1.310  -0.469
C -4.220 -0.512 0.709  -0.301
C -4.393 0.844 -0.206  -0.350
C -3.028 1.752 -0.513  -0.424
C -1.562 1.300 0.070  0.372
C -0.138 2.131 -0.208  0.164
O -0.062 3.466 -0.144  -0.543
H 4.502 -1.712 -1.310  0.304
H 4.340 0.695 -2.788  0.255
H 2.165 2.576 -2.270  0.280
H -2.639 -1.969 1.950  0.346
H -5.131 -1.213 0.968  0.266
H -5.402 1.224 -0.675  0.277
H -3.082 2.727 -1.194  0.277

Forces on atoms 1 to 2 (eV/Å):
4.189 5.912 -0.644
1.316 -5.495 4.542

Below is one molecule with the formula C4H7NOS in a non-equilibrium geometry, with properties calculated with ωB97M-V/def2-TZVPD.

For the molar mass, the calculation gives 117.2 g/mol. The calculation puts the HOMO energy at -8.991 eV. Its energy above the lowest of the compared OMol25 structures with the same formula, charge and spin is 88.90 kcal per mole. The charge is 0. The SMILES is OC[C@@H]1CN1C=S.

Last column: Mulliken charge in e.
Geometry (Å):
C -0.042 -1.285 0.883  -0.612
C -0.330 -0.026 0.108  0.298
C 0.288 -0.067 -1.276  -0.538
C 0.456 2.229 -0.142  -0.103
H -1.407 -2.706 0.649  0.284
H 0.562 -0.894 1.929  0.178
H 0.699 -2.087 0.385  0.295
H -1.245 0.586 0.292  0.424
H -0.092 0.595 -2.148  0.210
H 0.779 -0.992 -1.453  0.269
H 0.119 2.628 0.941  0.288
N 0.841 0.797 -0.190  -0.240
O -1.335 -2.029 1.337  -0.490
S 0.707 3.250 -1.315  -0.264

Forces on atoms 1 to 2 (eV/Å):
0.767 -1.289 4.070
-0.239 -0.262 -1.269